(1)
C3H7N4 | ωB97M-V/def2-TZVPD

The value obtained for the relative energy (zero: lowest compared OMol25 entry of this formula, charge and spin) is 151.6 kcal per mole. Its HOMO energy (spin up / spin down) is -14.535 / -14.109 eV. The value obtained for the gap between HOMO and LUMO (spin up / spin down) is 0.339 / 0.337 Ha. The value obtained for the total energy is -337.06267 Eh. The net charge is +1. The value obtained for the LUMO energy (spin up / spin down) is -5.3 / -4.9 eV.

Element x y z (Å)
C (0.08348, -0.51392, 0.04170)
C (-0.42464, 1.75416, 0.55194)
C (1.04818, -1.63940, -0.03291)
N (-1.32078, 2.36812, 1.49247)
N (-1.87672, 1.81250, 0.56443)
N (-0.76524, -0.53996, -0.95160)
N (0.34580, 0.63563, 0.71835)
H (0.33485, 2.60883, -1.18017)
H (0.57563, -2.46034, -0.42372)
H (1.38246, -2.03632, 0.94253)
H (1.95220, -1.34078, -0.59763)
H (-1.04757, -1.40567, -1.32702)
H (-1.17906, 0.31681, -1.33530)
H (0.89140, 0.44034, 1.53694)



(2)
C20H32N5O8P | ωB97M-V/def2-TZVPD

Its HOMO energy is -8.492 eV. The value obtained for the gap between HOMO and LUMO is 0.340 Ha. As for the SMILES: CC(C)(C)C(=O)OCOP(=O)(COCCn1cnc2c(N)ncnc21)OCOC(=O)C(C)(C)C. The value obtained for the total energy is -1998.53188 Eh. The value obtained for the LUMO energy is 0.7 eV.

Element x y z (Å)
C (1.19737, -4.60120, 1.11559)
C (2.27432, -3.98421, 0.22456)
C (3.67555, -4.33232, 0.74871)
C (2.10863, -4.45491, -1.21974)
C (2.15128, -2.48047, 0.29833)
O (1.65086, -1.86118, 1.20867)
O (2.72475, -1.84253, -0.73267)
C (2.58818, -0.44944, -0.67232)
O (1.28735, -0.02406, -0.89702)
P (-0.06593, -0.77336, -0.40612)
O (-0.21268, -2.16645, -0.83794)
C (-0.48602, -0.32453, 1.35529)
O (-1.64364, 0.45688, 1.44599)
C (-1.45946, 1.83132, 1.72056)
C (-1.30174, 2.72812, 0.48907)
N (0.00747, 2.68274, -0.11155)
C (0.27304, 2.89032, -1.43460)
N (1.53575, 2.95350, -1.72710)
C (2.17595, 2.76675, -0.53005)
C (3.52561, 2.70326, -0.15377)
N (4.53759, 2.79230, -1.04421)
N (3.82141, 2.49206, 1.13170)
C (2.83203, 2.34857, 1.99946)
N (1.53264, 2.38589, 1.77918)
C (1.22372, 2.59797, 0.49473)
O (-1.02906, 0.20450, -1.27410)
C (-2.08437, -0.39396, -1.94879)
O (-3.10370, -0.78816, -1.06786)
C (-3.88390, 0.18603, -0.56007)
O (-3.78358, 1.33948, -0.88543)
C (-4.94101, -0.37164, 0.37830)
C (-4.33388, -1.43518, 1.29319)
C (-6.02451, -0.99386, -0.51486)
C (-5.52968, 0.77298, 1.20201)
H (1.29555, -4.23846, 2.13527)
H (0.21670, -4.31897, 0.74261)
H (1.28491, -5.68455, 1.11262)
H (4.44012, -3.87338, 0.12650)
H (3.81058, -5.41116, 0.73118)
H (3.79884, -3.98250, 1.77120)
H (2.89762, -4.05317, -1.84887)
H (2.14341, -5.54120, -1.25720)
H (1.15053, -4.11570, -1.60282)
H (2.94568, -0.09297, 0.30647)
H (3.20381, -0.03914, -1.47928)
H (-0.68234, -1.27553, 1.85634)
H (0.36904, 0.15408, 1.83868)
H (-2.37910, 2.13670, 2.22997)
H (-0.60551, 1.97612, 2.39228)
H (-2.03716, 2.43866, -0.26508)
H (-1.50626, 3.75926, 0.80604)
H (-0.51473, 2.99688, -2.15389)
H (4.31880, 3.11983, -1.96856)
H (5.47108, 2.89566, -0.68617)
H (3.13162, 2.17804, 3.02528)
H (-2.46266, 0.34646, -2.66503)
H (-1.76331, -1.31578, -2.44336)
H (-3.52350, -1.00453, 1.87463)
H (-5.09603, -1.81444, 1.97058)
H (-3.93677, -2.26001, 0.70904)
H (-5.60277, -1.79165, -1.12107)
H (-6.45538, -0.24283, -1.17366)
H (-6.81706, -1.40696, 0.10495)
H (-4.77179, 1.18488, 1.86300)
H (-5.88242, 1.56701, 0.54910)
H (-6.36127, 0.41270, 1.80230)



(3)
C29H59NO10 | ωB97M-V/def2-TZVPD

The value obtained for the relative energy (zero: lowest compared OMol25 entry of this formula, charge and spin) is 3.9 kcal per mole. Its HOMO energy is -8.489 eV. The value obtained for the gap between HOMO and LUMO is 0.332 Ha. As for the SMILES: CCCN[C@H](COCC)OC=O.CC(C)=O.CC(C)=O.CC(C)=O.CC(C)=O.CC(C)=O.CC(C)=O.CC(C)=O. The value obtained for the total energy is -1947.48081 Eh. The value obtained for the LUMO energy is 0.5 eV.

Element x y z (Å)
C (-0.97223, 2.08877, -1.40361)
C (0.36706, 2.62614, -1.91725)
C (1.51199, 2.57345, -0.89416)
N (1.25144, 1.68375, 0.20757)
C (2.33392, 1.57431, 1.12519)
C (3.60697, 0.89702, 0.53144)
O (3.32529, 0.04454, -0.55751)
C (2.74235, -1.17952, -0.17532)
C (2.04842, -1.74390, -1.40023)
O (1.98622, 0.83807, 2.31555)
C (0.82856, 1.14890, 2.89126)
O (0.62883, 0.82752, 3.98978)
H (-1.21091, 2.49909, -0.43101)
H (-1.74207, 2.28173, -2.12932)
H (-0.89786, 1.00740, -1.32595)
H (0.65610, 1.99007, -2.74467)
H (0.21434, 3.61711, -2.32708)
H (2.42067, 2.32850, -1.43911)
H (1.67368, 3.58305, -0.52559)
H (0.91003, 0.78239, -0.09748)
H (2.64545, 2.57871, 1.39674)
H (4.12278, 0.34680, 1.31329)
H (4.22240, 1.70255, 0.15890)
H (3.48535, -1.88748, 0.18297)
H (1.98265, -1.05684, 0.59054)
H (1.31904, -2.49648, -1.14052)
H (2.79060, -2.10697, -2.09557)
H (1.51633, -0.96713, -1.92306)
H (0.04706, 1.66192, 2.33601)
C (-2.98460, 5.23092, -2.91613)
C (-1.90992, 5.48804, -3.94521)
C (-2.21870, 6.50365, -5.01949)
O (-0.85026, 4.90702, -3.91110)
H (-2.63579, 4.48396, -2.20654)
H (-3.21396, 6.15213, -2.37763)
H (-3.88747, 4.85983, -3.40370)
H (-2.41604, 7.47707, -4.56774)
H (-3.09035, 6.18637, -5.59404)
H (-1.36646, 6.59135, -5.68971)
C (-1.13389, -1.77789, 8.42783)
C (-1.57979, -1.64011, 6.98984)
C (-0.55164, -1.15202, 6.00014)
O (-2.71027, -1.90959, 6.65385)
H (-1.96511, -2.13547, 9.03196)
H (-0.31216, -2.49243, 8.49720)
H (-0.80709, -0.81030, 8.81182)
H (0.29349, -1.84237, 5.96950)
H (-0.20043, -0.15943, 6.27987)
H (-0.99738, -1.09703, 5.01137)
C (6.48119, -0.65190, 4.86210)
C (5.12853, -0.38068, 4.26265)
C (3.99876, -0.08086, 5.21569)
O (4.95424, -0.40642, 3.06174)
H (7.19411, -0.85407, 4.06882)
H (6.82296, 0.21728, 5.42925)
H (6.42910, -1.51989, 5.51357)
H (4.23188, 0.81136, 5.79950)
H (3.84844, -0.92651, 5.88926)
H (3.08219, 0.09310, 4.65579)
C (6.75074, -3.36029, 2.10953)
C (6.47310, -4.10442, 3.39283)
C (5.93005, -5.50711, 3.26266)
O (6.67288, -3.60539, 4.47808)
H (7.13265, -2.36913, 2.33564)
H (7.49283, -3.90115, 1.51935)
H (5.83096, -3.25645, 1.53237)
H (6.63934, -6.13285, 2.71883)
H (4.97766, -5.49060, 2.73044)
H (5.77423, -5.92849, 4.25343)
C (0.60901, -2.10024, -5.99779)
C (0.32381, -2.86551, -4.72887)
C (-0.13818, -4.29524, -4.87870)
O (0.45856, -2.35588, -3.64013)
H (0.93014, -1.09162, -5.74705)
H (1.40106, -2.59463, -6.56260)
H (-0.29261, -2.04289, -6.60989)
H (0.62222, -4.88180, -5.39650)
H (-1.07056, -4.32885, -5.44489)
H (-0.30668, -4.72604, -3.89389)
C (-5.17088, -0.31565, -1.23567)
C (-3.93242, -0.25821, -2.09572)
C (-2.96882, -1.41446, -1.98936)
O (-3.72047, 0.67450, -2.83757)
H (-5.77324, 0.57338, -1.40913)
H (-5.76219, -1.19608, -1.49178)
H (-4.89210, -0.35194, -0.18139)
H (-3.46728, -2.34352, -2.27353)
H (-2.59885, -1.50017, -0.96632)
H (-2.12486, -1.24748, -2.65328)
C (-9.02809, 2.69988, -2.75672)
C (-8.78501, 1.21399, -2.86980)
C (-8.38995, 0.68209, -4.22646)
O (-8.90128, 0.48228, -1.91490)
H (-9.30221, 2.94318, -1.73264)
H (-8.12194, 3.24789, -3.02023)
H (-9.84106, 2.99785, -3.42073)
H (-7.45609, 1.14399, -4.55173)
H (-9.17502, 0.89297, -4.95441)
H (-8.24745, -0.39451, -4.16374)